5
Properties=species:S:1:pos:R:3:forces:R:3 method="wB97M-V/def2-TZVPD" orbital_gap_ev=12.70 charge=0 mol_weight_g_mol=63.49 largest_force_ha_per_bohr=0.041 smiles=C#N.Cl
C -1.588686 -0.205930 -0.190935 -0.534 0.436 0.472
N -2.685118 -0.002241 -0.435366 -0.413 -0.149 -0.458
Cl 2.089242 -0.083059 -0.298574 1.167 0.939 1.494
H -0.639400 -0.236151 0.253034 0.931 -0.283 -0.015
H 2.823960 0.527382 0.671839 -1.151 -0.943 -1.493